Entry 1:
{
  "formula": "C5H10Cl2Si",
  "method": "wB97M-V/def2-TZVPD",
  "species": ["C", "C", "C", "C", "C", "Si", "Cl", "Cl", "H", "H", "H", "H", "H", "H", "H", "H", "H", "H"],
  "coordinates": [[0.99497, -2.05065, 0.07079], [0.97089, -0.70593, 0.06861], [1.78060, 0.05909, 1.08135], [-2.17769, 1.00233, 0.10025], [-3.23987, 0.13303, -0.42650], [-0.07559, 0.25825, -1.15765], [-2.99982, -1.50945, -0.15849], [-4.90366, 0.62296, 0.51525], [0.34590, -2.45689, -0.72274], [1.45702, -2.53633, 0.86104], [2.50032, -0.65823, 1.38884], [1.23296, 0.53281, 1.93894], [2.48523, 0.82911, 0.45549], [-1.83440, 0.96723, 1.14143], [-2.34520, 2.09804, -0.14275], [-3.55674, 0.34063, -1.48596], [-0.86407, -0.78920, -1.85361], [0.60958, 1.27475, -2.04430]],
  "forces_ev_per_angstrom": [[-2.209, 2.584, -2.289], [-0.101, 0.489, 0.243], [1.394, 1.880, -1.700], [2.868, 1.790, -1.588], [-1.686, 2.161, -0.129], [-2.496, -0.196, 1.185], [0.222, -1.900, 0.233], [0.967, -0.239, -0.640], [0.666, -0.803, 0.759], [0.896, -1.426, 1.008], [0.718, -0.430, 1.139], [0.540, -0.293, -1.016], [-1.891, -1.246, 1.769], [-0.546, -0.659, -0.319], [0.102, -1.426, 0.073], [0.543, -0.234, 1.207], [0.360, 0.275, -0.496], [-0.347, -0.325, 0.561]],
  "nbo_charge": [-0.35, -0.44, -0.65, -0.65, -0.22, 1.01, 0.05, -0.19, 0.21, 0.20, 0.21, 0.23, 0.21, 0.23, 0.23, 0.24, -0.18, -0.14],
  "mol_weight_g_mol": 169.1,
  "total_charge": 0,
  "e_above_lowest_kj_mol": 669.5
}


Entry 2:
{
  "formula": "C5H11N",
  "method": "wB97M-V/def2-TZVPD",
  "species": ["C", "C", "C", "C", "C", "N", "H", "H", "H", "H", "H", "H", "H", "H", "H", "H", "H"],
  "coordinates": [[-0.39607, 0.62291, 1.92661], [-0.47072, 1.04547, 0.45825], [-0.48960, -0.17558, -0.42841], [-1.63615, -0.74385, -0.81611], [1.98473, -0.08705, -0.58272], [0.73285, -0.81878, -0.71167], [-1.35031, 0.32540, 2.35572], [0.29531, -0.21243, 2.06446], [0.05862, 1.40741, 2.53190], [0.33978, 1.72265, 0.19084], [-1.42115, 1.54315, 0.28082], [-1.65909, -1.79605, -1.07462], [-2.58528, -0.29771, -0.54842], [1.99749, 0.36920, 0.40269], [2.22946, 0.62429, -1.37475], [2.79025, -0.82071, -0.52379], [0.68075, -1.22638, -1.64073]],
  "forces_ev_per_angstrom": [[0.948, -0.010, 0.347], [-0.461, -0.422, -0.338], [0.116, -0.152, -0.071], [-0.237, -0.200, 0.727], [0.214, -0.720, 0.757], [0.024, 0.421, -0.707], [-0.069, 0.084, -0.168], [-0.130, -0.166, -0.176], [-0.347, 0.248, 0.101], [-0.067, 0.053, 0.067], [0.052, 0.296, 0.004], [0.056, 0.147, -0.575], [0.061, 0.081, -0.077], [0.097, 0.418, -0.095], [-0.243, 0.186, 0.043], [0.060, -0.017, -0.256], [-0.074, -0.248, 0.417]],
  "nbo_charge": [-0.60, -0.46, 0.22, -0.53, -0.42, -0.62, 0.22, 0.21, 0.21, 0.21, 0.22, 0.20, 0.20, 0.20, 0.18, 0.20, 0.37],
  "mol_weight_g_mol": 85.1,
  "total_charge": 0,
  "e_above_lowest_kj_mol": 93.5,
  "smiles": "C=C(CC)NC"
}


Entry 3:
{
  "formula": "C5H11NO",
  "method": "wB97M-V/def2-TZVPD",
  "species": ["N", "C", "C", "C", "C", "C", "H", "H", "H", "H", "H", "H", "H", "H", "H", "H", "H", "O"],
  "coordinates": [[0.49557, 1.04147, 2.06420], [-0.68475, 0.30635, 1.53441], [-0.52974, -2.53750, -1.99256], [-0.21365, -1.22109, -1.96356], [0.13344, -0.52625, -0.68814], [-0.59755, -0.67425, 0.40341], [1.34893, 0.61879, 1.71574], [0.47080, 0.92814, 3.06578], [-0.96230, -0.32325, 2.42470], [-1.46771, 1.04229, 1.36629], [-0.78001, -2.96674, -2.95107], [-0.23083, -3.19552, -1.18507], [0.25258, -0.84187, -2.87851], [0.96779, 0.15430, -0.77836], [-1.36755, -1.42224, 0.62903], [1.59970, 3.26312, -0.12863], [0.45822, 2.74350, 0.77709], [0.96056, 2.56455, -0.02739]],
  "forces_ev_per_angstrom": [[-0.089, -0.146, -0.464], [0.816, -1.009, 2.660], [0.784, 1.037, -0.596], [1.801, -1.896, 1.103], [-0.269, -0.791, -1.693], [-0.377, 0.990, 1.088], [0.014, 0.167, 0.064], [0.286, 0.010, 0.077], [-0.611, 0.522, -0.839], [-0.302, -0.167, -0.271], [0.149, -0.331, -0.048], [-1.035, 0.039, 0.373], [-1.250, 0.689, -0.033], [-0.326, 0.600, 0.339], [0.100, 0.080, -1.277], [0.199, 0.439, 0.015], [0.345, -0.229, 0.166], [-0.234, -0.003, -0.664]],
  "nbo_charge": [-0.86, -0.25, -0.39, -0.21, -0.23, -0.19, 0.37, 0.36, 0.17, 0.20, 0.19, 0.20, 0.22, 0.23, 0.21, 0.47, 0.49, -0.96],
  "mol_weight_g_mol": 101.1,
  "total_charge": 0,
  "e_above_lowest_kj_mol": 322.2,
  "smiles": "C=C/C=C/CN.O"
}


Entry 4:
{
  "formula": "C24H27BrN4O5",
  "method": "wB97M-V/def2-TZVPD",
  "species": ["C", "C", "O", "C", "C", "C", "C", "C", "C", "N", "C", "O", "C", "H", "H", "O", "C", "N", "C", "N", "C", "C", "C", "C", "C", "C", "H", "Br", "H", "H", "H", "H", "H", "O", "C", "C", "H", "H", "H", "H", "H", "N", "C", "H", "C", "O", "C", "C", "H", "H", "H", "H", "H", "H", "H", "H", "H", "H", "H", "H", "H"],
  "coordinates": [[-4.27146, -0.98682, 3.17677], [-3.06177, -1.28234, 2.30493], [-3.06941, -0.35155, 1.23754], [-2.07144, -0.38434, 0.31277], [-1.01894, -1.28486, 0.31350], [-0.02254, -1.27820, -0.67279], [-0.12471, -0.29812, -1.68085], [-1.19183, 0.58587, -1.69261], [-2.16575, 0.57343, -0.70942], [-3.28248, 1.43155, -0.73480], [-3.34754, 2.77541, -0.84031], [-4.40429, 3.36230, -0.92422], [-2.01928, 3.53570, -0.82467], [-1.55509, 3.55116, -1.81639], [-2.22533, 4.57117, -0.53310], [-1.15299, 2.92466, 0.11779], [0.14209, 3.17547, 0.03185], [0.61337, 4.04508, -0.82921], [1.94027, 4.24637, -0.83253], [2.82893, 3.66797, -0.08560], [2.38401, 2.74039, 0.79514], [3.29640, 2.03688, 1.60591], [2.84972, 1.06487, 2.45972], [1.47991, 0.77899, 2.53740], [0.55329, 1.45381, 1.78995], [1.00503, 2.44032, 0.90478], [-0.50165, 1.24166, 1.85319], [0.89505, -0.59571, 3.71402], [3.54301, 0.51146, 3.07529], [4.34453, 2.27479, 1.52496], [2.29266, 4.97714, -1.54855], [-4.16838, 0.98581, -0.52486], [-1.25496, 1.29459, -2.50439], [0.79368, -0.21026, -2.71915], [1.75348, 0.82507, -2.59368], [2.88514, 0.46350, -1.63806], [3.57118, 1.30146, -1.54866], [2.48556, 0.22660, -0.65435], [3.42481, -0.40318, -2.00946], [1.26645, 1.75366, -2.26791], [2.14430, 0.97308, -3.60374], [1.05410, -2.14806, -0.62974], [1.46882, -2.84916, -1.83407], [1.26035, -2.24481, -2.71260], [0.73668, -4.19312, -1.93450], [0.97929, -5.00019, -0.80230], [0.57581, -4.34620, 0.38015], [1.28986, -2.99536, 0.52266], [0.99721, -2.49389, 1.44303], [2.36925, -3.18127, 0.56242], [0.83729, -5.01263, 1.20368], [-0.51505, -4.19689, 0.36529], [1.09166, -4.76315, -2.79420], [-0.34479, -4.01020, -2.04036], [2.54618, -3.03257, -1.76355], [-0.97429, -2.02086, 1.09733], [-2.13952, -1.18077, 2.89236], [-3.11724, -2.30639, 1.91112], [-5.18546, -1.09999, 2.60021], [-4.29263, -1.67220, 4.01874], [-4.22056, 0.03290, 3.54813]],
  "forces_ev_per_angstrom": [[0.313, 0.005, -0.326], [-0.108, -0.237, 0.349], [0.007, 0.191, -0.155], [0.048, 0.304, -0.369], [-0.113, -0.106, 0.098], [-0.139, 0.405, -0.177], [0.091, 0.093, -0.033], [-0.094, -0.274, 0.143], [0.222, -0.415, 0.088], [-0.347, -0.633, 0.156], [0.426, 0.278, 0.146], [-0.074, 0.257, -0.058], [-0.358, 0.388, -0.328], [-0.098, -0.016, 0.120], [-0.007, -0.226, -0.079], [0.002, 0.018, 0.325], [0.783, 0.275, -0.217], [-1.063, -0.302, 0.253], [0.405, 0.028, 0.004], [0.558, 0.242, -0.188], [-0.706, -0.217, 0.166], [-0.110, -0.059, 0.055], [0.141, 0.068, -0.062], [-0.419, -0.086, -0.008], [0.078, -0.172, 0.160], [0.315, 0.204, -0.166], [-0.079, -0.078, 0.047], [0.050, 0.093, -0.004], [0.043, -0.027, 0.031], [0.123, 0.030, -0.022], [0.054, 0.067, -0.054], [0.046, 0.206, -0.088], [-0.022, 0.063, -0.131], [-0.470, -0.249, 0.251], [0.511, 0.280, 0.126], [-0.355, 0.015, -0.213], [0.110, 0.098, 0.025], [-0.001, -0.018, 0.119], [0.087, -0.114, -0.013], [-0.014, -0.076, -0.094], [-0.058, 0.070, 0.088], [0.363, -0.031, 0.055], [-0.260, -0.438, -0.301], [0.111, -0.092, 0.053], [0.178, 0.294, -0.209], [0.066, -0.146, 0.047], [0.100, 0.227, 0.205], [-0.187, -0.296, 0.068], [0.048, 0.040, 0.022], [-0.062, -0.005, 0.081], [-0.064, 0.059, 0.018], [0.056, -0.024, 0.033], [-0.065, 0.058, -0.022], [0.068, -0.022, -0.019], [-0.020, 0.011, -0.081], [0.001, -0.083, 0.061], [-0.033, -0.015, -0.145], [0.073, 0.101, 0.004], [-0.108, -0.027, -0.014], [-0.031, -0.070, 0.103], [-0.012, 0.085, 0.075]],
  "nbo_charge": [-0.62, -0.06, -0.51, 0.30, -0.32, 0.15, 0.23, -0.23, 0.07, -0.60, 0.66, -0.60, -0.17, 0.22, 0.23, -0.48, 0.61, -0.55, 0.28, -0.46, 0.18, -0.19, -0.22, -0.10, -0.14, -0.18, 0.24, 0.05, 0.23, 0.24, 0.18, 0.42, 0.23, -0.54, -0.05, -0.64, 0.22, 0.22, 0.21, 0.17, 0.19, -0.43, -0.25, 0.25, -0.08, -0.53, -0.08, -0.25, 0.22, 0.21, 0.20, 0.16, 0.20, 0.16, 0.19, 0.22, 0.18, 0.17, 0.21, 0.22, 0.22],
  "mol_weight_g_mol": 531.4,
  "total_charge": 0,
  "smiles": "CCOc1cc(N2CCOCC2)c(OCC)cc1NC(=O)COc1ncnc2ccc(Br)cc12",
  "total_energy_ha": -4099.99948
}